[1]
A cluster of 14 separate species, C42H84O42 in total, computed with ωB97M-V with the def2-TZVPD basis set.

Last column: Mulliken charge in e.
CARTESIAN COORDINATES (ANGSTROEM)
O: -11.587017 -13.521042 -5.898522  -0.373
H: -11.547704 -6.994340 -1.855122  -0.566
H: -16.439761 -3.862064 -4.124677  0.316
O: -6.601439 -6.601175 6.637858  -0.348
O: -10.094960 -9.194251 7.238182  -0.609
H: -9.815019 -7.711191 0.168811  -0.078
H: -11.396402 -9.980208 4.373609  0.375
C: -16.045791 -6.009133 -0.566989  0.198
C: -6.222818 -7.961200 6.770825  -0.495
O: -10.070844 -6.805749 7.359286  -0.273
O: -14.011763 -11.534669 5.228254  -0.184
O: -19.045124 -11.926311 2.546299  -0.585
O: -13.089346 -17.022946 -3.225539  -0.233
H: -16.332847 -11.697574 1.088463  0.349
H: -18.001930 -7.534637 -3.241064  -0.187
H: -12.149802 -6.793778 4.454366  -0.640
C: -6.364603 -3.774495 1.776235  -0.804
O: -11.533804 -3.787603 0.642187  -0.431
C: -16.255345 -4.934601 -4.185921  -0.769
H: -11.548046 -8.259952 1.838642  0.275
H: -10.015233 -6.264481 -0.848538  0.339
H: -12.812233 -13.875512 -0.340218  0.201
H: -20.174929 -11.131836 5.531256  0.255
O: -7.715825 -4.539894 -0.470287  -0.666
H: -13.503027 -4.337707 0.578675  0.506
H: -19.793667 -12.716038 4.735376  0.347
O: -13.015163 -15.302144 -1.854294  -0.321
C: -10.787399 -14.061675 -4.838135  -0.502
H: -12.092889 -7.693594 -3.323139  0.355
O: -12.267027 -4.366021 2.715816  -0.676
H: -16.858625 -13.998558 -5.734397  0.354
O: -18.315849 -11.274453 4.576652  -0.295
C: -18.955722 -11.683469 -1.152534  -0.215
H: -5.603496 -4.246814 1.155155  0.316
C: -9.174694 -6.687714 8.478239  -0.891
H: -15.120509 -11.279058 6.882062  0.231
H: -13.108941 -18.735927 -4.414442  0.277
H: -12.696056 -6.176176 6.074479  0.494
O: -7.434293 -4.979527 5.260207  -0.531
H: -5.776640 -8.149814 7.747277  0.272
O: -16.586580 -12.640349 -2.125232  -0.413
H: -14.447443 -12.550235 1.599422  0.444
C: -13.527298 -14.181675 -1.103786  -0.457
O: -14.028787 -6.563934 -4.765729  -0.605
C: -12.585373 -4.394601 -0.006803  -0.292
H: -18.288469 -12.223162 -0.480513  0.345
H: -15.209541 -12.965483 6.272926  0.341
H: -11.207150 -6.081033 -3.308841  0.381
H: -20.273883 -4.470233 -6.552895  0.292
H: -13.567996 -13.319247 -1.769111  0.151
H: -16.094775 -5.160201 -5.240161  0.438
C: -17.778439 -7.643063 0.195312  0.366
H: -12.815119 -19.071629 -2.704153  0.306
C: -10.602771 -10.670473 4.087651  -0.896
C: -14.140789 -11.113139 -6.294063  -0.374
C: -8.045393 -5.052597 0.619081  0.476
H: -19.089706 -4.568116 -7.826522  0.265
O: -13.568220 -11.429915 3.140355  0.050
H: -14.961739 -11.800790 -6.497281  0.358
C: -9.625410 -11.078860 1.989162  0.555
H: -8.359345 -12.184616 0.195480  0.388
C: -19.240083 -4.745511 -6.761619  -0.606
H: -8.596597 -7.554866 8.797523  0.332
O: -18.803597 -6.132323 -6.568503  -0.332
C: -14.786966 -9.825175 -2.009949  -0.415
H: -9.158423 -5.854373 3.705381  -1.089
C: -8.531028 -11.154411 -0.116458  -0.834
C: -18.759250 -6.962900 2.286830  -0.772
H: -12.670195 -7.120013 2.515828  -0.250
H: -12.633802 -12.342958 1.554377  0.578
O: -13.463329 -13.185735 -4.601824  -0.271
H: -17.180619 -5.415379 -3.868399  0.115
O: -9.940041 -10.198229 2.956459  0.094
C: -13.600267 -11.884238 1.763251  -0.804
C: -7.313973 -6.142031 5.562260  0.544
O: -8.909428 -10.474534 1.019834  -0.202
O: -11.614560 -7.907387 6.057847  -0.200
H: -12.761564 -3.777768 -0.888032  0.362
H: -14.510409 -14.244308 -0.637248  0.400
H: -17.860286 -6.931186 2.902416  0.261
H: -9.495149 -7.636669 3.639983  -0.432
H: -14.527278 -10.883533 -1.986714  0.041
H: -18.961283 -12.179875 6.246124  0.223
H: -11.088982 -15.091681 -4.647731  0.229
C: -17.622408 -12.540601 -2.834034  0.742
H: -16.416204 -14.425486 -4.150510  0.279
O: -9.981529 -12.232305 1.969119  -0.635
H: -15.749954 -12.906619 -4.862814  -0.125
C: -10.007786 -2.957920 3.676266  0.026
O: -14.249124 -13.436025 3.927740  -0.622
H: -9.609261 -3.965546 3.794422  -0.290
O: -14.504998 -9.106949 -0.782940  0.994
O: -13.049718 -11.976490 -6.465270  -0.371
C: -16.774349 -10.725144 1.306528  0.275
H: -14.125175 -9.501321 -2.813215  0.123
O: -17.076594 -10.726558 2.742843  -0.180
C: -13.947335 -12.261825 4.061162  0.578
C: -14.565582 -12.099733 6.427471  -0.808
H: -18.665723 -4.097730 -6.099363  0.227
O: -12.177171 -9.108638 -0.799507  -0.650
C: -11.943893 -6.730151 -2.835602  -0.132
H: -15.099686 -6.540209 -0.671599  -0.304
C: -18.214413 -11.344235 3.227312  0.668
O: -13.141822 -5.947414 -2.677853  -0.068
C: -14.146854 -6.013918 -3.677372  0.723
H: -14.123598 -10.359750 -7.081596  0.290
O: -18.674303 -7.875672 1.134955  -0.301
H: -7.676070 -10.684035 -0.602150  0.234
H: -9.368667 -11.180990 -0.813418  0.255
H: -12.400121 -5.401442 -0.381039  -0.331
C: -10.488476 -8.075980 6.837526  0.810
C: -19.405569 -11.868733 5.300662  -0.672
H: -6.049804 -3.812603 2.819094  0.204
O: -16.948762 -6.605157 0.408187  -0.324
O: -18.416397 -7.759753 -5.193997  -0.342
H: -18.591145 -10.656603 -1.179390  -0.080
O: -10.385738 -3.126651 2.293241  -0.405
C: -8.734340 -6.858481 3.700862  1.465
O: -19.822955 -6.034736 -4.543522  -0.600
H: -14.414565 -18.812028 -3.414355  0.321
C: -13.231733 -8.837551 -0.278417  -0.334
H: -9.963275 -10.610254 4.968285  0.330
H: -10.926989 -11.699382 4.243648  0.358
H: -13.671051 -11.043132 1.073598  -0.039
H: -18.911503 -5.970430 1.862642  0.352
O: -17.704494 -8.323863 -0.833494  -0.203
H: -15.630681 -5.057504 -0.235044  0.408
H: -14.278863 -10.775697 -5.266852  0.005
C: -16.623437 -13.551766 -4.768387  -0.363
O: -7.901224 -7.128243 4.845300  -0.345
C: -13.787815 -16.344110 -2.252649  0.686
H: -10.955555 -13.602265 -3.864090  0.191
H: -7.973569 -7.076799 2.951420  0.445
C: -19.114319 -6.600151 -5.373572  0.698
H: -10.893842 -2.716726 4.263488  0.352
C: -13.385118 -18.454145 -3.398357  -0.761
H: -5.560934 -8.365490 6.004957  0.249
O: -14.822848 -16.703284 -1.690379  -0.587
O: -8.761836 -6.092917 0.850330  0.127
C: -18.293722 -8.364257 -3.885020  0.070
H: -9.193131 -2.259904 3.869145  0.209
H: -9.721410 -14.070767 -5.065436  0.290
O: -13.459385 -8.247109 0.865675  0.231
H: -7.177501 -8.485796 6.732404  0.171
C: -11.887852 -6.627977 5.499349  0.453
H: -16.484036 -5.948939 -1.563191  0.003
C: -11.470717 -3.775155 1.989017  1.087
H: -13.720455 -12.501480 6.986457  0.296
H: -17.719619 -10.637105 0.770981  0.365
H: -9.805654 -6.588726 9.361524  0.348
H: -19.220870 -8.776458 -3.486794  0.321
C: -12.398363 -7.625312 1.589061  0.201
C: -9.316029 -6.828552 -0.231255  -0.634
H: -6.636119 -2.818583 1.328345  0.293
O: -15.194379 -5.300155 -3.286921  -0.280
H: -8.421049 -5.912736 8.338437  0.311
H: -15.799470 -9.629882 -2.363200  -0.053
H: -12.044084 -6.785747 0.990982  -0.718
O: -17.662009 -12.678454 -4.178526  -0.353
H: -17.448361 -9.020179 -4.092939  0.175
H: -11.075206 -5.908208 5.401184  0.248
O: -7.535597 -4.593306 1.773428  0.015
H: -20.002997 -11.638535 -0.853716  0.282
H: -19.560904 -7.200297 2.986182  0.285
O: -18.827327 -12.187788 -2.441992  -0.362
H: -16.132417 -9.937620 0.911774  -0.825
C: -12.825380 -12.937663 -5.565196  0.642
H: -8.450054 -7.088227 -0.840143  0.506

Forces on atoms 1 to 6 (eV/Å):
O -1.2 1.2 0.1
H -0.5 0.3 0.1
H 0.4 0.0 0.3
O 0.2 1.7 -1.1
O -1.1 4.2 -1.8
H 0.2 0.1 0.1

Summary:
HOMO energy: -10.43 eV
energy: -130905.2442 eV
gap between HOMO and LUMO: 10.878 eV

---

[2]
A structure of composition C3H7PS3, computed with ωB97M-V with the def2-TZVPD basis set.

Last column: Mulliken charge in e.
CARTESIAN COORDINATES (ANGSTROEM)
S: 0.183421 1.615168 0.163526  -0.122
S: 2.486867 -0.275166 -1.222299  -0.164
S: -2.759985 -1.002708 0.297438  -0.170
C: -0.947082 0.345668 -0.398459  -0.211
H: -0.776227 0.237541 -1.426836  0.324
H: 3.394312 0.599691 0.954966  0.070
P: 3.665577 -0.641906 0.422261  0.051
H: -0.687040 -1.849617 -0.476668  0.236
H: -3.118849 1.329496 -0.763546  0.305
H: -2.485262 1.256001 0.861107  0.247
C: -2.368989 0.687617 -0.100522  -0.561
H: -0.551981 -1.104411 1.354966  0.345
H: 4.892214 -0.217989 0.020871  0.063
C: -0.926980 -0.979388 0.313192  -0.414

Forces on atoms 1 to 6 (eV/Å):
S 0.2 0.2 0.1
S 0.1 -0.3 -0.1
S -0.9 -0.9 0.1
C 1.1 1.3 0.9
H 0.1 -0.4 -1.5
H -0.3 0.5 0.9

Summary:
HOMO energy (alpha / beta): -8.53 / -8.51 eV
energy: -45015.0724 eV
gap between HOMO and LUMO (alpha / beta): 6.063 / 6.645 eV

---

[3]
A structure of composition C10H13ClLaMgN3O7, computed with ωB97M-V with the def2-TZVPD basis set.

Last column: Mulliken charge in e.
CARTESIAN COORDINATES (ANGSTROEM)
Mg: -0.563887 -0.538391 -0.731166  0.896
H: -2.325836 -1.453322 -5.279045  0.280
O: 0.356827 0.671914 0.456818  -0.779
C: 0.583389 0.424082 1.684381  1.596
C: 0.415789 -0.994227 3.681820  -0.609
N: 0.478589 -2.104109 1.492402  0.999
C: 0.531587 -0.907058 2.281859  -0.631
H: 0.733907 2.335836 4.547993  0.524
Cl: 1.409632 -2.184776 -3.491773  -0.625
N: 0.944093 2.875570 1.907708  0.971
H: -1.015269 2.012643 -1.839507  0.359
H: 0.268377 -1.959632 4.139631  0.555
O: 1.175522 2.954363 0.699615  -0.562
N: 0.269209 0.042916 5.919742  1.006
C: -2.397446 -1.370551 -0.139893  -1.245
H: 2.978355 0.535236 -4.157704  0.269
C: 0.785536 1.559466 2.539401  -0.719
C: -1.121233 0.938509 -2.164716  -1.369
H: -2.426539 -2.450524 -0.221048  0.301
C: 0.670918 1.457673 3.914420  -0.350
C: -1.300776 -1.374746 -5.722630  -1.316
C: 0.462505 0.162994 4.477208  -0.055
O: 0.310551 1.079508 6.605694  -0.673
H: -3.166985 -0.908061 -0.785196  0.256
C: 2.226561 1.310189 -4.367446  -1.322
H: -2.568309 -1.079692 0.908588  0.261
H: 2.464811 1.811028 -5.308562  0.335
O: 0.425167 -3.183706 2.105317  -0.790
H: -2.243330 1.037560 -2.269428  0.362
H: 2.241302 2.041789 -3.534055  0.285
H: -0.819398 -2.359684 -5.613511  0.268
O: 0.067478 -1.089438 6.386002  -0.657
H: -1.373665 -1.111898 -6.769160  0.326
O: 0.857710 3.879115 2.685718  -0.694
O: 0.518024 -2.052550 0.221369  -0.747
La: 0.146851 -0.008027 -4.260832  1.296

Forces on atoms 1 to 6 (eV/Å):
Mg 0.5 -1.2 0.9
H 0.6 0.1 -0.4
O 0.3 -0.8 0.6
C -0.4 0.4 -1.2
C 0.1 -0.1 -0.2
N 0.1 2.2 1.7

Summary:
total charge: -2
HOMO energy (alpha / beta): -2.37 / -0.31 eV
energy: -48202.0771 eV
gap between HOMO and LUMO (alpha / beta): 6.035 / 3.878 eV

---

[4]
A cluster of 2 separate species, C4H12N4 in total, computed with ωB97M-V with the def2-TZVPD basis set.

Last column: Mulliken charge in e.
CARTESIAN COORDINATES (ANGSTROEM)
H: 0.238209 2.319138 1.968026  0.252
H: -1.755528 -0.801277 -0.400186  0.327
C: 0.388348 0.487155 0.265718  0.157
N: 1.465659 0.510632 1.200254  -0.579
C: 1.558696 -1.069615 -1.358830  -1.535
H: 1.392712 -0.178095 1.940364  0.175
H: 2.247291 -0.391334 -1.859529  0.351
H: -2.715459 1.478745 0.337523  0.150
C: 0.345687 -0.314067 -0.889241  0.235
N: -1.939101 0.889236 0.053905  -0.760
C: -0.805128 1.198849 0.629982  0.425
H: -1.522323 2.464223 2.079763  0.206
H: 2.387569 0.491678 0.786477  0.237
N: -0.687072 2.190798 1.586938  -0.462
H: 1.281422 -1.848278 -2.077870  0.376
H: 2.093376 -1.542147 -0.534023  0.331
H: -1.501914 -2.102811 -1.500684  0.256
H: -0.203245 0.137807 -1.713192  0.345
N: -1.158126 -1.648476 -0.658461  -0.739
H: -1.111072 -2.272162 0.143065  0.251

Forces on atoms 1 to 6 (eV/Å):
H -0.3 0.0 0.2
H 0.4 -0.7 -0.3
C 0.1 -0.9 -1.1
N 0.1 0.0 0.3
C -0.3 -0.5 0.2
H 0.2 0.0 0.0

Summary:
HOMO energy: -6.84 eV
energy: -10301.7750 eV
gap between HOMO and LUMO: 7.810 eV

---

For the records above, the corresponding relative energy (zero: lowest compared OMol25 entry of this formula, charge and spin) values read 155.7 107.4 14.9 34.5 kcal per mole.